Below is a structure of composition C33H27BrKN7O2S in a non-equilibrium geometry, with properties calculated with ωB97M-V/def2-TZVPD.

LUMO = 3.396 eV
HOMO = 0.041 hartree
Frontier orbital gap = 2.27 eV
Charge = -2
Calculated total energy = -5379.62690 Ha

Structure (XYZ):
```
72
Properties=species:S:1:pos:R:3:forces:R:3
K -0.56353 0.86102 -0.37335 0.2 -0.2 0.2
N 3.22579 -3.08470 0.06915 0.0 -0.1 0.0
C 1.92916 -2.64504 -0.18198 -0.1 0.1 -0.2
S 0.90294 -2.39028 1.14616 -0.2 0.1 0.4
N 1.67291 -2.51203 -1.46157 0.9 -0.4 -0.3
N 0.59702 -1.80910 -1.82092 -0.8 0.4 0.0
C 0.12604 -2.02930 -3.00108 0.6 -0.3 0.5
C 0.72557 -3.07712 -3.88197 0.1 0.1 -0.1
C 1.54268 -2.70445 -4.94757 -0.1 0.0 0.0
C 2.11977 -3.65905 -5.77069 0.0 -0.1 -0.1
C 1.88367 -5.00794 -5.54193 0.0 0.0 0.0
C 1.09061 -5.38934 -4.46893 0.0 -0.1 0.0
C 0.51980 -4.43186 -3.64329 -0.1 0.0 0.0
C -0.98741 -1.21432 -3.49815 -0.7 0.3 -0.3
C -1.49750 -1.39566 -4.79304 0.3 -0.1 0.2
C -2.54453 -0.60232 -5.22521 -0.2 0.2 0.1
C -3.06950 0.35386 -4.37105 0.1 -0.2 -0.2
C -2.51925 0.45659 -3.09889 -0.2 0.3 0.1
N -1.52060 -0.30416 -2.67061 0.1 -0.3 -0.2
H 3.32073 -3.58749 0.93344 0.0 0.0 0.1
H 3.66854 -3.51599 -0.72892 0.0 0.0 -0.1
H 1.72412 -1.65034 -5.12178 0.0 0.0 0.0
H 2.75424 -3.35175 -6.59401 0.0 0.0 0.0
H 2.31932 -5.75708 -6.19293 0.0 0.0 0.0
H 0.91400 -6.44163 -4.27721 0.0 0.0 0.0
H -0.08880 -4.73213 -2.79914 0.0 0.0 0.0
H -1.06154 -2.13852 -5.44551 0.0 0.0 0.0
H -2.94639 -0.72319 -6.22530 0.0 0.0 0.0
H -3.86603 1.01519 -4.68142 0.0 0.0 0.1
H -2.86962 1.21053 -2.39330 0.1 0.1 0.0
C -1.90282 3.97926 1.38740 -0.2 0.5 -0.3
O -1.27282 2.79700 1.88208 0.2 -0.2 0.4
C -1.02662 2.69977 3.19244 -0.4 0.6 -0.4
C -1.40157 3.65598 4.12739 0.2 -0.3 -0.1
C -1.10628 3.42069 5.46385 -0.1 0.2 0.4
Br -1.64020 4.73640 6.75352 0.0 -0.1 -0.1
C -0.45900 2.29973 5.90120 0.1 -0.2 0.0
C -0.05676 1.32946 4.96210 -0.5 0.8 -0.5
C -0.34684 1.53385 3.59544 0.5 -0.7 0.5
O 0.00477 0.66631 2.64229 -0.1 0.2 0.2
C 0.64151 0.13801 5.36492 0.5 -0.9 0.2
N 0.99649 -0.82070 4.53928 -0.3 0.5 -0.2
C 1.62831 -1.77887 5.28438 0.2 -0.2 0.4
C 2.18241 -2.99442 4.89441 0.0 0.0 0.0
C 2.77076 -3.76994 5.87935 0.0 -0.1 -0.2
C 2.81280 -3.36109 7.21521 -0.1 0.2 0.2
C 2.25634 -2.15347 7.61813 0.1 -0.2 0.1
C 1.66546 -1.37844 6.63461 0.0 -0.1 -0.4
N 1.02744 -0.15695 6.65646 -0.2 0.3 -0.1
H -1.28816 4.86381 1.59608 0.0 -0.1 0.1
H -2.89580 4.10992 1.83487 0.1 -0.1 0.1
H -1.98843 3.81411 0.28922 0.0 -0.2 -0.1
H -1.90780 4.55784 3.82486 0.0 0.0 0.0
H -0.26851 2.16217 6.95657 0.0 0.0 0.0
H 0.45588 -0.10805 3.07370 0.0 -0.1 -0.3
H 2.12890 -3.29816 3.85442 0.0 0.0 0.0
H 3.21068 -4.72239 5.61024 0.0 0.0 0.0
H 3.28477 -3.99510 7.95532 0.0 0.0 0.0
H 2.28549 -1.83817 8.65423 0.0 0.0 0.0
H 0.87899 0.42568 7.45863 0.0 0.0 0.0
N -1.67505 2.92030 -1.35945 0.0 0.2 -0.3
C -1.60058 3.64406 -2.43718 -0.2 -0.4 0.8
C -0.43452 3.66314 -3.32788 0.0 0.2 -0.3
C -0.36376 4.43611 -4.46369 0.0 -0.1 0.1
C -1.41860 5.27330 -4.86449 0.0 0.2 -0.3
C -2.57263 5.27721 -4.06733 0.0 -0.1 0.1
C -2.67676 4.51671 -2.92234 0.0 0.2 -0.4
H 0.39477 3.01461 -3.05484 0.0 0.0 0.0
H 0.53772 4.39361 -5.07638 0.0 0.0 0.0
H -1.34715 5.87996 -5.76253 0.0 0.0 0.0
H -3.42124 5.89456 -4.36725 0.0 0.0 0.0
H -3.59377 4.52980 -2.33824 0.0 0.0 0.0
```
Positions in Å, forces in eV/Å.

Below is a structure of composition C33H27Co2O6Zr in a non-equilibrium geometry, with properties calculated with ωB97M-V/def2-TZVPD.

Relative energy (zero: lowest compared OMol25 entry of this formula, charge and spin) = 0.00 kJ/mol
LUMO = 1.883 eV
HOMO = -0.153 hartree
Frontier orbital gap = 6.04 eV
Charge = -1
Calculated total energy = -4537.67410 Ha

Structure (XYZ):
```
69
Properties=species:S:1:pos:R:3:forces:R:3
C 4.79491 -1.72329 -1.73546 -0.2 0.1 -0.2
C 3.61674 -2.48084 -1.73911 0.3 0.2 0.0
C 2.40262 -1.90159 -1.39521 0.1 0.7 0.0
C 2.32393 -0.53767 -1.02411 0.8 -0.4 0.1
C 1.00966 0.06026 -0.75474 0.0 2.4 -0.6
Zr 0.79285 2.51903 -1.41446 -0.7 -2.2 0.5
C -1.44694 2.75363 -1.80437 -0.3 0.8 -0.1
C -1.97806 1.37646 -1.73563 -0.3 -0.4 0.1
C -2.38484 0.82672 -0.49645 0.3 -0.1 -0.7
C -2.77189 -0.50570 -0.41973 -0.2 -0.1 0.1
C -2.79943 -1.31275 -1.55838 0.2 0.1 -0.1
C -2.43388 -0.77061 -2.79542 -0.1 0.0 0.1
C -2.05886 0.56462 -2.89600 0.1 0.1 0.6
C 2.73716 2.75258 -2.85127 -0.5 0.2 -0.8
C 1.91620 1.74988 -3.47362 0.1 0.7 -0.5
C 0.71759 2.38438 -3.92422 0.8 0.3 0.1
C 0.78858 3.77565 -3.58380 0.9 -0.4 -0.2
C 2.03430 4.00432 -2.92605 0.0 -0.5 -1.2
C 1.99586 2.66170 0.81138 -0.3 1.0 0.1
C 0.60288 2.71720 1.14727 0.3 0.8 -0.2
C 0.05704 3.89925 0.55862 0.8 0.0 0.4
C 1.09278 4.55766 -0.18126 0.1 -0.2 1.0
C 2.30284 3.79747 -0.00816 -0.4 0.0 1.2
C 3.54338 0.19857 -0.96347 -0.3 -0.5 -0.1
C 4.74563 -0.36837 -1.37412 0.0 -0.5 0.1
H 5.73699 -2.18249 -2.03811 -0.2 0.2 0.1
H 3.64129 -3.53046 -2.02963 0.1 0.2 0.1
H 1.47749 -2.47928 -1.40686 0.3 0.1 0.0
H 0.19333 -0.50231 -1.21945 0.1 0.1 0.3
H 0.81060 0.26417 0.30274 0.0 -0.4 -0.4
H -1.85228 3.39684 -1.01545 -0.2 -0.2 -0.4
H -1.62015 3.20751 -2.78559 -0.2 0.0 0.3
H -2.36260 1.45161 0.40031 0.0 -0.2 -0.2
H -3.04852 -0.92491 0.55028 0.1 0.1 -0.4
H -3.09077 -2.36164 -1.48102 0.1 0.3 0.0
H -2.44465 -1.39946 -3.68782 -0.1 0.2 0.2
H -1.81275 0.99446 -3.86935 -0.1 -0.2 0.3
H 3.76358 2.62395 -2.51167 -0.5 -0.1 0.1
H 2.20481 0.71512 -3.66309 -0.2 0.4 0.3
H -0.07742 1.90826 -4.49530 0.3 0.1 0.4
H 0.06199 4.54682 -3.84195 0.2 -0.4 0.3
H 2.43198 4.98311 -2.65817 -0.2 -0.4 0.2
H 2.72124 1.94288 1.19967 -0.5 0.2 -0.4
H 0.07411 2.03406 1.81811 0.2 0.1 -0.5
H -0.94608 4.29135 0.72586 0.3 -0.3 -0.3
H 1.00330 5.52488 -0.67162 0.0 -0.4 0.0
H 3.29937 4.10804 -0.32159 -0.4 -0.3 -0.1
H 3.54567 1.23551 -0.61198 -0.1 -0.4 -0.3
H 5.65386 0.24092 -1.42783 -0.3 -0.2 0.2
O 0.71953 -4.14598 6.16283 -0.9 -0.1 -0.4
C -0.28214 -4.02672 5.60193 0.9 0.8 -0.1
Co -1.84925 -3.84657 4.82226 0.6 -0.7 0.2
C -1.94756 -5.35142 3.87773 0.0 -1.5 -1.3
O -2.06547 -6.35582 3.31758 0.1 1.0 0.7
C -2.62634 -4.20560 6.36197 -1.2 0.8 0.8
O -3.15785 -4.44174 7.35929 0.5 -0.2 -0.7
C -1.23777 -2.13395 3.83056 1.8 1.4 2.0
C -1.10196 -1.90342 2.46696 2.7 0.0 -0.7
C -0.23167 -1.50712 1.50643 -0.9 -0.9 0.9
Co -2.76569 -2.44980 2.95647 -4.6 -1.5 -0.4
C -2.93803 -3.53343 1.57363 -0.5 -1.1 -2.0
O -3.08313 -4.20535 0.63939 0.4 1.0 1.4
C -4.04987 -1.21794 2.75757 -0.2 1.0 0.4
O -4.92157 -0.46462 2.66638 0.9 -0.9 -0.1
C -3.92678 -3.35457 4.09237 -0.4 0.2 0.4
O -4.98345 -3.67809 4.47706 1.2 0.1 -0.4
H -0.79982 -1.43372 4.55863 -0.6 0.0 -0.2
H -0.44977 -1.76714 0.46927 0.0 0.8 0.2
H 0.73318 -1.06451 1.77897 -0.1 -0.7 -0.1
```
Positions in Å, forces in eV/Å.

Below is a structure of composition C33H27F10FeN4O4S3 in a non-equilibrium geometry, with properties calculated with ωB97M-V/def2-TZVPD.

LUMO (spin up / spin down) = 2.407 / 2.254 eV
HOMO (spin up / spin down) = -0.144 / -0.143 hartree
Frontier orbital gap (spin up / spin down) = 6.33 / 6.15 eV
Charge = -1
Calculated total energy = -5250.61180 Ha
Spin multiplicity = 5
<S²> = 6.018

Structure (XYZ):
```
82
Properties=species:S:1:pos:R:3:forces:R:3
Fe -0.14576 -0.93435 -0.15626 1.6 1.1 -0.4
C -1.54425 0.05378 -3.21601 0.0 0.1 -0.1
N -0.35970 -0.70932 -2.86604 -0.1 0.0 0.4
C -0.39424 -2.01755 -3.49985 0.0 -0.1 0.0
C 0.84627 0.02138 -3.23141 0.3 0.0 0.2
C 2.12930 -0.71169 -2.80766 -0.1 0.0 -0.1
N 1.93932 -1.37278 -1.54002 -1.5 0.7 0.6
C 2.83308 -2.23252 -1.11476 0.7 -0.7 0.2
C 2.50300 -3.06885 -0.00086 -0.4 0.2 -0.1
F 1.23134 -2.90007 0.51681 0.4 -0.2 -0.1
C 3.35425 -3.99351 0.54548 0.0 -0.1 0.1
F 2.97269 -4.72561 1.61721 -0.1 0.2 -0.3
C 4.61823 -4.20863 0.01120 -0.1 0.2 -0.1
C 4.98019 -3.42986 -1.07833 0.1 -0.3 0.3
F 6.20999 -3.61739 -1.61657 -0.3 0.1 0.0
C 4.15112 -2.47808 -1.62110 -0.1 0.2 -0.2
F 4.63868 -1.73934 -2.66244 -0.1 -0.2 0.3
H -1.59126 0.26105 -4.30043 0.0 -0.1 0.1
H -2.42777 -0.50421 -2.91475 -0.1 0.0 0.0
H -1.53271 1.00339 -2.68499 0.0 0.1 0.0
H -0.37330 -1.94564 -4.59922 0.0 0.1 0.0
H 0.45120 -2.60221 -3.15374 0.1 -0.1 0.0
H -1.30106 -2.53138 -3.19783 -0.1 0.0 -0.1
H 0.89407 0.19240 -4.32509 -0.1 0.0 0.2
H 0.79741 0.99524 -2.73660 0.0 0.0 0.0
H 2.40705 -1.43879 -3.58617 -0.1 0.1 0.1
H 2.94390 0.02697 -2.77445 -0.1 0.0 -0.1
H 5.26908 -4.96142 0.41276 0.2 -0.1 0.1
F -5.56664 -1.08589 1.76844 0.2 -0.4 0.1
C -4.29429 -0.77677 1.51043 0.1 0.1 0.0
F -4.22534 -0.43021 0.22032 0.1 -0.2 -0.1
F -3.99545 0.31477 2.22399 0.2 -0.2 0.2
S -3.06989 -2.18111 1.87803 -1.5 1.3 0.5
O -1.80797 -1.56027 1.58633 1.0 0.3 -0.4
O -3.34297 -2.51629 3.23470 0.0 -0.3 -0.1
N -3.52499 -3.28652 0.86632 0.5 -0.1 0.1
S -2.71577 -3.45618 -0.47454 -1.5 -1.0 -1.1
O -2.01659 -4.68912 -0.58850 0.2 -0.2 0.2
O -2.07962 -2.26433 -0.96171 1.0 0.9 -0.1
C -4.16798 -3.61437 -1.67782 -0.1 0.3 -0.1
F -3.75312 -4.02922 -2.88127 0.4 0.0 0.2
F -5.12491 -4.44962 -1.27618 0.3 -0.1 0.3
F -4.73081 -2.41508 -1.85226 0.0 0.1 0.2
C -3.48614 4.98905 -1.70697 -0.1 0.0 -0.1
C -4.09961 3.78640 -1.39212 -0.1 0.1 -0.1
C -3.35334 2.74542 -0.87493 0.2 0.1 0.0
C -1.98152 2.88439 -0.65261 -0.5 0.4 0.0
C -1.37468 4.09877 -0.98244 0.0 -0.2 0.0
C -2.12226 5.13653 -1.50705 0.1 0.1 0.0
C -1.25328 1.75789 -0.06451 0.0 0.2 -0.2
C 0.01850 1.69080 0.26912 -0.9 -2.8 -0.1
C 1.24720 2.20637 0.59575 1.1 0.8 0.1
C 2.41212 1.78781 -0.09823 -0.4 0.2 0.0
C 3.66316 2.14574 0.32858 0.2 0.2 0.1
C 3.82672 2.92698 1.47008 0.1 0.1 0.1
C 2.70215 3.34569 2.17243 0.4 0.1 0.0
C 1.43872 3.00284 1.75700 -0.4 -0.1 -0.5
H -4.06380 5.80650 -2.11321 -0.1 0.1 0.0
H -5.16057 3.65505 -1.55545 -0.1 0.0 0.0
H -3.82739 1.80607 -0.63513 -0.1 -0.1 0.0
H -0.31244 4.22249 -0.82537 0.1 -0.1 0.0
H -1.63723 6.06941 -1.76680 0.0 0.0 0.0
H -1.88040 0.87480 0.10176 -0.3 0.1 -0.1
H 2.27458 1.12912 -0.93641 0.1 -0.2 -0.2
H 4.52992 1.79446 -0.21437 0.1 0.0 -0.1
H 4.81429 3.18714 1.82107 0.1 0.0 0.0
H 2.82325 3.94917 3.06331 0.0 0.0 0.1
H 0.57026 3.31030 2.31934 -0.1 0.1 0.1
S 3.36545 -0.20229 3.47395 -0.4 0.0 -0.2
C 2.54621 -0.62923 1.99767 0.5 0.1 0.4
N 1.29484 -0.37227 1.94594 -0.6 -1.0 -1.0
C 0.85085 0.22361 3.09243 0.2 0.3 1.1
C -0.44494 0.66083 3.35297 0.0 -0.1 0.0
C -0.71437 1.26426 4.56213 -0.1 0.0 -0.1
C 0.28009 1.41575 5.52862 0.1 0.0 0.1
C 1.56509 0.96932 5.29913 0.0 0.1 0.1
C 1.85046 0.39635 4.07222 -0.1 -0.2 -0.4
H 3.09651 -1.09283 1.20261 0.1 -0.1 -0.2
H -1.20954 0.50603 2.61263 -0.1 0.1 -0.1
H -1.71285 1.61973 4.77167 -0.1 0.0 0.0
H 0.04471 1.88785 6.47182 0.0 0.0 0.1
H 2.33549 1.05293 6.04820 0.1 0.1 0.1
```
Positions in Å, forces in eV/Å.

charge of number 2 (C33H27Co2O6Zr)?
-1

Which value of calculated total energy does entry 2 give?
-4537.67410 Ha

The lowest calculated total energy belongs to which entry?
C33H27BrKN7O2S

Which formula does entry 1 have?
C33H27BrKN7O2S